1.
6
Properties=species:S:1:pos:R:3:forces:R:3:nbo_charge:R:1 method="wB97M-V/def2-TZVPD" energy_ev=-15652.849 lumo_energy_ev=0.601 gap_ha=0.38661 smiles=COCl relative_energy_ev=2.517 total_charge=0
C -0.08905 -0.07092 0.22379 -1.603 -2.677 1.416 -0.28
O -0.74292 -0.54664 1.55363 0.482 1.432 -2.214 -0.56
Cl 0.13593 -1.74910 2.26643 0.354 -0.394 0.040 0.22
H -0.73987 0.69085 -0.12624 0.129 1.897 0.670 0.21
H -0.45527 -0.77626 -0.57002 1.528 -0.429 0.832 0.20
H 0.99016 0.05880 0.44067 -0.891 0.170 -0.744 0.21

=====

2.
9
Properties=species:S:1:pos:R:3:forces:R:3:nbo_charge:R:1 method="wB97M-V/def2-TZVPD" energy_ev=-37826.501 lumo_energy_ev="1.238 / 1.237" gap_ha="0.19836 / 0.19830" relative_energy_ev=5.422 total_charge=-1
C 0.05324 1.42205 0.13351 -0.516 3.058 -1.340 -0.88
O -1.56300 -0.52830 -0.81375 -0.925 -0.784 -1.599 -1.02
O 1.51664 -2.50131 -0.46648 -0.364 2.329 0.069 -1.00
P -0.23751 -0.36411 -0.25269 1.127 -0.921 0.822 1.72
S -0.13079 2.72562 -1.12641 0.104 -1.325 0.948 -0.40
Cl -0.42118 -0.93506 1.66805 0.261 -0.913 1.359 -0.35
H 0.99299 1.56875 0.63604 0.197 -0.461 0.451 0.24
H 0.64157 -2.83817 -0.58579 -0.951 -0.819 -0.177 0.41
H -0.85195 1.45053 0.80752 1.068 -0.163 -0.533 0.27

=====

3.
9
Properties=species:S:1:pos:R:3:forces:R:3:nbo_charge:R:1 method="wB97M-V/def2-TZVPD" energy_ev=-37828.867 lumo_energy_ev=3.582 gap_ha=0.29800 smiles="[O-][P@@](=S)(Cl)CO" relative_energy_ev=3.057 total_charge=-1
O -2.87530 0.15348 -1.79473 0.775 -0.681 0.965 -1.11
P -2.71325 0.10034 -0.30475 2.659 1.939 -1.389 1.52
S -3.48784 1.57586 0.66454 -0.003 0.402 0.838 -0.70
Cl -3.26580 -1.63110 0.39010 -0.976 -2.374 0.908 -0.32
C -0.50290 -0.34247 -0.02090 1.448 2.067 -3.481 -0.40
O 0.76636 -0.44427 0.81002 -1.975 -2.411 -2.814 -0.76
H -0.45381 -1.26087 -0.60819 -0.363 -0.425 0.501 0.16
H -0.12157 0.37710 -0.90039 -1.124 -0.881 1.830 0.15
H 0.79375 0.10879 1.52569 -0.442 2.365 2.641 0.45

=====

4.
9
Properties=species:S:1:pos:R:3:forces:R:3:lowdin_spin:R:1 method="wB97M-V/def2-TZVPD" energy_ev=-37826.516 lumo_energy_ev="3.598 / -1.006" multiplicity=3 gap_ha="0.16007 / 0.15374" relative_energy_ev=1.450 total_charge=-1
C 1.16101 -0.31172 -0.19934 1.820 2.513 -0.769 0.05
O -2.44266 1.87640 0.98122 -0.018 1.627 1.076 0.10
O -1.59126 1.02853 -1.29939 0.532 0.709 -3.221 0.11
P -1.46391 1.20183 0.12754 -2.982 -2.710 0.541 0.42
S 0.31647 0.71180 1.07391 2.355 -0.869 1.345 0.46
Cl -0.18819 -3.09047 0.60141 -0.148 0.069 0.182 0.84
H 1.62959 -1.15712 0.28090 0.417 0.220 0.437 0.00
H 1.96593 0.51802 -0.53294 -1.551 -2.481 0.152 0.01
H 0.61301 -0.77727 -1.03330 -0.425 0.923 0.257 0.01

=====

5.
8
Properties=species:S:1:pos:R:3:forces:R:3:nbo_charge:R:1 method="wB97M-V/def2-TZVPD" energy_ev=-28537.015 lumo_energy_ev=-0.509 gap_ha=0.32448 relative_energy_ev=1.663 total_charge=0
C 0.22189 0.05595 0.00982 -0.944 2.136 2.080 0.58
O 0.48494 0.89096 -0.99910 0.546 -1.123 0.987 -0.64
O 0.42038 0.75411 1.19294 -0.669 -2.734 -2.045 -0.64
S 0.57158 -1.64747 -0.02080 0.369 -0.386 -0.142 0.09
Cl -2.19687 -0.00784 -0.38983 1.328 0.065 0.440 -0.60
H 0.41514 0.39606 -1.80308 -0.365 -0.272 -1.307 0.51
H 0.13525 1.60393 0.88959 -0.333 1.651 0.377 0.50
H -0.05232 -2.04571 1.12045 0.068 0.664 -0.390 0.19

=====

6.
9
Properties=species:S:1:pos:R:3:forces:R:3:nbo_charge:R:1 method="wB97M-V/def2-TZVPD" energy_ev=-30584.074 lumo_energy_ev=-0.048 gap_ha=0.38150 relative_energy_ev=0.580 total_charge=0
C -1.05451 -0.05297 -0.09216 -2.545 -1.651 -0.498 0.20
O 2.16660 -0.17066 0.80657 -0.708 0.116 0.045 -0.85
O -0.40882 -1.32777 -0.03289 1.057 1.886 -1.641 -0.74
O -0.09356 0.99382 0.12885 0.166 -1.378 -0.126 -0.70
S 1.44125 0.37213 -0.30622 0.517 0.849 -0.135 1.55
Cl 2.40557 2.27635 -0.55024 -0.787 -0.502 0.009 -0.28
H -0.85069 -1.95713 0.48642 -0.996 -0.964 1.262 0.49
H -1.68713 -0.02082 -1.06966 1.950 0.618 0.945 0.16
H -1.91870 -0.11295 0.62932 1.347 1.026 0.138 0.17